Record 1
DFT (ωB97M-V/def2-TZVPD) results for a 12-piece molecular cluster, C32H66O38S11 overall at a distorted geometry.

Properties
SMILES: O=S1(=O)CCCC1.O=S1(=O)CCCC1.O=S1(=O)CCCC1.O=S1(=O)CCCC1.O=S1(=O)OCCO1.O=S1(=O)OCCO1.O=S1(=O)OCCO1.O=S1(=O)OCCO1.O=S1(=O)OCCO1.O=S1(=O)OCCO1.O=S1(=O)OCCO1.OCCO
Net charge: 0
HOMO level, eV: -10.1
E, Eh: -8497.65729
HOMO-LUMO gap, eV: 9.86

Bonds (Å) are listed after each position.
Element x y z (Å)
1 O 0.017 -1.265 5.634  S2 1.475
2 S 0.567 0.042 6.042  O1 1.475, O3 1.431, C4 1.901, C7 1.802
3 O -0.233 1.223 6.153  S2 1.431
4 C 1.701 -0.154 7.555  S2 1.901, C5 1.567, H8 1.090, H9 1.090
5 C 3.028 0.565 7.130  C4 1.567, C6 1.520, H10 1.090, H11 1.090
6 C 3.207 0.239 5.655  C5 1.520, C7 1.548, H12 1.090, H13 1.090
7 C 1.882 0.500 4.898  S2 1.802, C6 1.548, H14 1.090, H15 1.090
8 H 1.923 -1.217 7.462  C4 1.090
9 H 1.256 0.196 8.487  C4 1.090
10 H 2.880 1.627 7.324  C5 1.090
11 H 3.874 0.120 7.654  C5 1.090
12 H 3.505 -0.808 5.692  C6 1.090
13 H 4.045 0.777 5.213  C6 1.090
14 H 1.564 0.057 3.954  C7 1.090
15 H 1.799 1.583 4.804  C7 1.090
16 O 2.804 -7.383 -2.241  S17 1.474
17 S 2.209 -6.044 -2.074  O16 1.474, O18 1.445, C19 1.827, C22 1.919
18 O 2.919 -4.883 -1.589  S17 1.445
19 C 1.605 -5.704 -3.765  S17 1.827, C20 1.485, H23 1.090, H24 1.090
20 C 0.365 -6.504 -3.927  C19 1.485, C21 1.569, H25 1.090, H26 1.090
21 C -0.467 -6.442 -2.598  C20 1.569, C22 1.565, H27 1.090, H28 1.090
22 C 0.442 -6.209 -1.345  S17 1.919, C21 1.565, H29 1.090, H30 1.090
23 H 2.454 -5.719 -4.449  C19 1.090
24 H 1.273 -4.666 -3.776  C19 1.090
25 H -0.288 -6.050 -4.672  C20 1.090
26 H 0.567 -7.561 -4.104  C20 1.090
27 H -1.049 -7.330 -2.350  C21 1.090
28 H -1.237 -5.673 -2.646  C21 1.090
29 H 0.406 -6.877 -0.485  C22 1.090
30 H 0.307 -5.203 -0.948  C22 1.090
31 O -3.964 3.281 2.399  S32 1.501
32 S -3.136 4.130 3.319  O31 1.501, O33 1.478, C34 1.883, C37 1.884
33 O -3.675 4.718 4.563  S32 1.478
34 C -1.562 3.170 3.706  S32 1.883, C35 1.497, H38 1.090, H39 1.090
35 C -0.565 3.531 2.650  C34 1.497, C36 1.541, H40 1.090, H41 1.090
36 C -0.691 5.040 2.366  C35 1.541, C37 1.534, H42 1.090, H43 1.090
37 C -2.171 5.444 2.374  S32 1.884, C36 1.534, H44 1.090, H45 1.090
38 H -1.788 2.106 3.640  C34 1.090
39 H -1.191 3.528 4.666  C34 1.090
40 H 0.421 3.250 3.020  C35 1.090
41 H -0.640 3.024 1.688  C35 1.090
42 H -0.315 5.327 1.384  C36 1.090
43 H -0.256 5.671 3.140  C36 1.090
44 H -2.678 5.547 1.415  C37 1.090
45 H -2.367 6.313 3.002  C37 1.090
46 O -0.521 5.941 -1.104  S47 1.440
47 S 0.065 4.813 -1.782  O46 1.440, O48 1.444, C49 1.887, C52 1.895
48 O -0.194 3.432 -1.448  S47 1.444
49 C -0.125 5.101 -3.637  S47 1.887, C50 1.532, H53 1.090, H54 1.090
50 C 1.154 5.823 -4.077  C49 1.532, C51 1.561, H55 1.090, H56 1.090
51 C 2.389 5.245 -3.318  C50 1.561, C52 1.589, H57 1.090, H58 1.090
52 C 1.949 5.011 -1.810  S47 1.895, C51 1.589, H59 1.090, H60 1.090
53 H -1.038 5.625 -3.919  C49 1.090
54 H -0.105 4.120 -4.111  C49 1.090
55 H 1.215 5.899 -5.163  C50 1.090
56 H 1.068 6.823 -3.652  C50 1.090
57 H 3.312 5.812 -3.440  C51 1.090
58 H 2.596 4.269 -3.758  C51 1.090
59 H 2.169 5.911 -1.235  C52 1.090
60 H 2.357 4.183 -1.230  C52 1.090
61 O 4.227 2.589 -0.819  S62 1.451
62 S 3.796 2.273 0.530  O61 1.451, O63 1.459, O64 1.627, O67 1.626
63 O 2.488 2.790 0.920  S62 1.459
64 O 3.968 0.692 0.873  S62 1.627, C65 1.389
65 C 4.969 0.484 1.814  O64 1.389, C66 1.517, H68 1.090, H69 1.090
66 C 5.897 1.684 1.791  C65 1.517, O67 1.417, H70 1.090, H71 1.090
67 O 4.982 2.737 1.541  S62 1.626, C66 1.417
68 H 4.625 0.279 2.827  C65 1.090
69 H 5.634 -0.304 1.461  C65 1.090
70 H 6.648 1.596 1.007  C66 1.090
71 H 6.289 1.934 2.777  C66 1.090
72 O -0.140 -2.548 -2.046  S73 1.453
73 S -0.810 -1.957 -0.899  O72 1.453, O74 1.475, O75 1.686, O78 1.647
74 O -2.071 -2.545 -0.411  S73 1.475
75 O 0.263 -1.678 0.371  S73 1.686, C76 1.417
76 C 1.026 -0.490 0.259  O75 1.417, C77 1.556, H79 1.090, H80 1.090
77 C 0.163 0.361 -0.717  C76 1.556, O78 1.398, H81 1.090, H82 1.090
78 O -0.999 -0.330 -1.071  S73 1.647, C77 1.398
79 H 1.330 0.018 1.174  C76 1.090
80 H 1.903 -0.774 -0.323  C76 1.090
81 H 0.668 0.683 -1.628  C77 1.090
82 H -0.166 1.236 -0.156  C77 1.090
83 O -0.727 -0.429 -6.513  S84 1.443
84 S -0.917 -0.998 -5.201  O83 1.443, O85 1.473, O86 1.624, O89 1.651
85 O -0.499 -2.376 -4.890  S84 1.473
86 O -0.479 -0.028 -3.974  S84 1.624, C87 1.395
87 C -1.284 1.107 -3.879  O86 1.395, C88 1.553, H90 1.090, H91 1.090
88 C -2.664 0.431 -4.096  C87 1.553, O89 1.372, H92 1.090, H93 1.090
89 O -2.487 -0.764 -4.745  S84 1.651, C88 1.372
90 H -1.217 1.635 -2.928  C87 1.090
91 H -1.080 1.877 -4.624  C87 1.090
92 H -3.371 1.056 -4.643  C88 1.090
93 H -3.222 0.130 -3.210  C88 1.090
94 O -5.852 -5.684 -5.417  S95 1.446
95 S -5.286 -5.437 -4.110  O94 1.446, O96 1.473, O97 1.658, O100 1.705
96 O -5.105 -6.568 -3.184  S95 1.473
97 O -3.914 -4.508 -4.047  S95 1.658, C98 1.411
98 C -3.917 -3.630 -2.943  O97 1.411, C99 1.524, H101 1.090, H102 1.090
99 C -5.357 -3.153 -2.800  C98 1.524, O100 1.415, H103 1.090, H104 1.090
100 O -6.157 -4.157 -3.395  S95 1.705, C99 1.415
101 H -3.722 -4.177 -2.021  C98 1.090
102 H -3.094 -2.916 -2.918  C98 1.090
103 H -5.394 -2.172 -3.275  C99 1.090
104 H -5.808 -3.127 -1.808  C99 1.090
105 O -2.009 0.212 1.845  S106 1.398
106 S -2.480 -0.744 2.749  O105 1.398, O107 1.453, O108 1.701, O111 1.705
107 O -1.487 -1.674 3.258  S106 1.453
108 O -3.264 0.035 4.043  S106 1.701, C109 1.388
109 C -4.641 -0.064 3.904  O108 1.388, C110 1.570, H112 1.090, H113 1.090
110 C -4.963 -1.365 3.085  C109 1.570, O111 1.411, H114 1.090, H115 1.090
111 O -3.920 -1.422 2.136  S106 1.705, C110 1.411
112 H -5.082 -0.200 4.891  C109 1.090
113 H -5.011 0.869 3.480  C109 1.090
114 H -5.945 -1.430 2.618  C110 1.090
115 H -4.948 -2.248 3.724  C110 1.090
116 O 5.937 1.122 -2.926  S117 1.476
117 S 4.791 0.207 -3.088  O116 1.476, O118 1.506, O119 1.652, O122 1.665
118 O 3.430 0.703 -3.501  S117 1.506
119 O 5.175 -1.218 -3.831  S117 1.652, C120 1.413
120 C 4.582 -2.316 -3.168  O119 1.413, C121 1.535, H123 1.090, H124 1.090
121 C 4.597 -1.969 -1.672  C120 1.535, O122 1.375, H125 1.090, H126 1.090
122 O 4.665 -0.596 -1.635  S117 1.665, C121 1.375
123 H 3.549 -2.224 -3.505  C120 1.090
124 H 5.148 -3.247 -3.182  C120 1.090
125 H 5.558 -2.211 -1.218  C121 1.090
126 H 3.949 -2.517 -0.988  C121 1.090
127 O -3.112 4.431 -4.114  S128 1.463
128 S -4.048 4.115 -3.035  O127 1.463, O129 1.455, O130 1.684, O133 1.675
129 O -5.282 4.885 -3.038  S128 1.455
130 O -4.392 2.494 -2.737  S128 1.684, C131 1.367
131 C -3.986 2.200 -1.465  O130 1.367, C132 1.540, H134 1.090, H135 1.090
132 C -3.816 3.488 -0.636  C131 1.540, O133 1.388, H136 1.090, H137 1.090
133 O -3.277 4.364 -1.568  S128 1.675, C132 1.388
134 H -4.801 1.637 -1.012  C131 1.090
135 H -3.078 1.631 -1.663  C131 1.090
136 H -3.051 3.188 0.080  C132 1.090
137 H -4.747 3.831 -0.185  C132 1.090
138 O 1.556 -3.245 5.063  C139 1.419, H142 0.960
139 C 1.548 -3.928 3.819  O138 1.419, C140 1.507, H143 1.090, H144 1.090
140 C 1.875 -2.977 2.696  C139 1.507, O141 1.388, H145 1.090, H146 1.090
141 O 3.134 -2.419 2.870  C140 1.388, H147 0.960
142 H 0.950 -2.503 5.114  O138 0.960
143 H 2.139 -4.843 3.845  C139 1.090
144 H 0.544 -4.341 3.721  C139 1.090
145 H 1.076 -2.237 2.705  C140 1.090
146 H 1.821 -3.539 1.764  C140 1.090
147 H 3.145 -2.096 3.774  O141 0.960

Löwdin population analysis, charges in e, atoms 1 to 8: -0.34 0.74 -0.31 -0.15 -0.21 -0.23 -0.20 0.09

---

Record 2
DFT (ωB97M-V/def2-TZVPD) results for a 3-piece molecular cluster, C32H67N6O4 overall at a distorted geometry.

Properties
Net charge: +1
HOMO level, eV: -8.9
E, Eh: -1888.50883
HOMO-LUMO gap, eV: 4.92

Bonds (Å) are listed after each position.
Element x y z (Å)
1 C 11.450 -2.007 -0.815  C2 1.513, C24 1.466, H25 1.114
2 C 11.581 -1.674 0.656  C1 1.513, C3 1.449, H26 1.111
3 C 10.381 -0.904 0.916  C2 1.449, N4 1.402, H27 1.114
4 N 9.522 -0.740 -0.179  C3 1.402, C5 1.471, C24 1.407
5 C 8.231 -0.035 -0.143  N4 1.471, C6 1.578, H28 1.121, H29 1.137
6 C 7.862 0.717 -1.480  C5 1.578, C7 1.588, H30 1.132, H31 1.123
7 C 6.295 0.724 -1.742  C6 1.588, C8 1.581, H32 1.132, H33 1.123
8 C 5.474 1.547 -0.670  C7 1.581, C9 1.601, H34 1.130, H35 1.129
9 C 3.968 1.006 -0.724  C8 1.601, C10 1.573, H36 1.125, H37 1.130
10 C 2.885 2.099 -0.397  C9 1.573, C11 1.597, H38 1.129, H39 1.120
11 C 1.465 1.737 -1.031  C10 1.597, C12 1.600, H40 1.133, H41 1.130
12 C 0.278 2.558 -0.341  C11 1.600, C13 1.586, H42 1.127, H43 1.130
13 C -0.326 1.734 0.873  C12 1.586, C14 1.578, H44 1.125, H45 1.131
14 C -1.899 1.781 0.994  C13 1.578, C15 1.590, H46 1.133, H47 1.128
15 C -2.674 1.490 -0.364  C14 1.590, C16 1.582, H48 1.129, H49 1.123
16 C -3.775 0.359 -0.257  C15 1.582, N17 1.492, H50 1.118, H51 1.130
17 N -5.154 0.847 -0.549  C16 1.492, C18 1.324, H52 1.028
18 C -6.236 0.083 -0.519  N17 1.324, N19 1.430, N23 1.430
19 N -6.245 -0.959 0.460  C18 1.430, C20 1.489, H53 1.023
20 C -6.995 -2.177 0.049  N19 1.489, C21 1.573, H54 1.132, H55 1.123
21 C -7.917 -1.988 -1.211  C20 1.573, C22 1.571, H56 1.132, H57 1.123
22 C -8.448 -0.517 -1.364  C21 1.571, N23 1.494, H58 1.122, H59 1.130
23 N -7.285 0.418 -1.432  C18 1.430, C22 1.494, H60 1.037
24 C 10.179 -1.407 -1.230  C1 1.466, N4 1.407, H61 1.114
25 H 12.147 -2.609 -1.441  C1 1.114
26 H 12.414 -1.986 1.320  C2 1.111
27 H 10.281 -0.531 1.961  C3 1.114
28 H 8.149 0.636 0.751  C5 1.121
29 H 7.442 -0.842 -0.010  C5 1.137
30 H 8.299 0.121 -2.338  C6 1.132
31 H 8.322 1.741 -1.508  C6 1.123
32 H 5.927 -0.344 -1.670  C7 1.132
33 H 6.094 1.175 -2.751  C7 1.123
34 H 5.877 1.444 0.380  C8 1.130
35 H 5.448 2.654 -0.893  C8 1.129
36 H 3.886 0.138 -0.013  C9 1.125
37 H 3.835 0.579 -1.761  C9 1.130
38 H 2.715 2.088 0.719  C10 1.129
39 H 3.127 3.130 -0.764  C10 1.120
40 H 1.242 0.630 -0.946  C11 1.133
41 H 1.429 1.962 -2.137  C11 1.130
42 H -0.499 2.891 -1.086  C12 1.127
43 H 0.759 3.508 0.040  C12 1.130
44 H 0.058 0.677 0.847  C13 1.125
45 H 0.082 2.195 1.822  C13 1.131
46 H -2.199 0.971 1.728  C14 1.133
47 H -2.216 2.766 1.443  C14 1.128
48 H -3.127 2.465 -0.709  C15 1.129
49 H -1.909 1.191 -1.130  C15 1.123
50 H -3.702 -0.155 0.734  C16 1.118
51 H -3.546 -0.406 -1.058  C16 1.130
52 H -5.316 1.844 -0.739  N17 1.028
53 H -6.668 -0.593 1.316  N19 1.023
54 H -7.681 -2.437 0.911  C20 1.132
55 H -6.355 -3.087 -0.106  C20 1.123
56 H -8.829 -2.637 -1.040  C21 1.132
57 H -7.427 -2.398 -2.133  C21 1.123
58 H -9.177 -0.303 -0.539  C22 1.122
59 H -8.962 -0.453 -2.368  C22 1.130
60 H -7.657 1.324 -1.091  N23 1.037
61 H 9.726 -1.470 -2.246  C24 1.114
62 C -13.239 6.270 -2.056  O63 1.420, H71 1.090, H72 1.094, H73 1.092
63 O -13.180 4.992 -1.440  C62 1.420, C64 1.426
64 C -13.655 3.930 -2.264  O63 1.426, C65 1.526, H74 1.094, H75 1.094
65 C -12.504 3.058 -2.758  C64 1.526, N66 1.459, H76 1.095, H77 1.097
66 N -11.679 3.760 -3.737  C65 1.459, C67 1.465, H78 1.012
67 C -10.385 3.127 -4.003  N66 1.465, C68 1.534, H79 1.095, H80 1.095
68 C -9.427 2.899 -2.827  C67 1.534, O69 1.421, H81 1.096, H82 1.098
69 O -8.863 4.082 -2.278  C68 1.421, C70 1.421
70 C -9.714 4.793 -1.389  O69 1.421, H83 1.093, H84 1.090, H85 1.091
71 H -13.091 7.022 -1.281  C62 1.090
72 H -12.441 6.389 -2.796  C62 1.094
73 H -14.209 6.442 -2.528  C62 1.092
74 H -14.268 4.295 -3.093  C64 1.094
75 H -14.299 3.314 -1.629  C64 1.094
76 H -12.911 2.150 -3.213  C65 1.095
77 H -11.925 2.764 -1.873  C65 1.097
78 H -11.500 4.701 -3.411  N66 1.012
79 H -9.875 3.767 -4.729  C67 1.095
80 H -10.568 2.169 -4.501  C67 1.095
81 H -8.576 2.330 -3.217  C68 1.096
82 H -9.863 2.276 -2.035  C68 1.098
83 H -10.334 4.126 -0.784  C70 1.093
84 H -10.336 5.495 -1.946  C70 1.090
85 H -9.088 5.383 -0.719  C70 1.091
86 C 8.478 -6.562 5.934  O87 1.418, H95 1.091, H96 1.094, H97 1.093
87 O 9.366 -5.483 5.692  C86 1.418, C88 1.427
88 C 10.454 -5.812 4.829  O87 1.427, C89 1.526, H98 1.094, H99 1.095
89 C 10.284 -5.169 3.455  C88 1.526, N90 1.459, H100 1.094, H101 1.096
90 N 9.198 -5.788 2.702  C89 1.459, C91 1.467, H102 1.012
91 C 8.761 -5.019 1.531  N90 1.467, C92 1.532, H103 1.095, H104 1.095
92 C 8.278 -3.580 1.739  C91 1.532, O93 1.425, H105 1.094, H106 1.094
93 O 7.035 -3.461 2.425  C92 1.425, C94 1.417
94 C 7.118 -3.592 3.833  O93 1.417, H107 1.093, H108 1.092, H109 1.091
95 H 7.841 -6.287 6.776  C86 1.091
96 H 7.833 -6.744 5.070  C86 1.094
97 H 9.019 -7.475 6.192  C86 1.093
98 H 10.604 -6.893 4.752  C88 1.094
99 H 11.350 -5.390 5.293  C88 1.095
100 H 11.218 -5.273 2.894  C89 1.094
101 H 10.107 -4.101 3.623  C89 1.096
102 H 8.396 -5.908 3.307  N90 1.012
103 H 7.937 -5.586 1.083  C91 1.095
104 H 9.575 -5.017 0.800  C91 1.095
105 H 8.101 -3.158 0.745  C92 1.094
106 H 9.035 -2.939 2.201  C92 1.094
107 H 8.033 -3.154 4.239  C94 1.093
108 H 7.035 -4.642 4.119  C94 1.092
109 H 6.265 -3.073 4.274  C94 1.091

Löwdin population analysis, charges in e, atoms 1 to 8: -0.08 -0.08 -0.15 -0.12 -0.15 -0.17 -0.21 -0.20

---

> Which of these has the lowest HOMO-LUMO gap?

C32H67N6O4